Molecular formula: C55H52N5O7W
Method: DFT, ωB97M-V/def2-TZVPD

Computed properties:
- HOMO energy (alpha / beta) (eV) = -8.6 / -8.5
- molar mass (g/mol) = 1078.89
- net charge = +1
- gap between HOMO and LUMO (alpha / beta) (eV) = 5.38 / 5.37

Last column: Mulliken charge in e.
Atoms and positions in Å:
W (0.402070, -1.301425, 0.668848)  1.2988
C (7.038400, -8.432187, -1.374990)  -0.8479
O (7.224662, -7.037016, -1.183588)  -0.4513
C (6.125002, -6.272270, -0.999554)  0.8626
C (4.818330, -6.727763, -1.147750)  -0.6710
C (3.758014, -5.862315, -0.904358)  -0.7071
C (3.974248, -4.545490, -0.515324)  -0.5246
C (5.293578, -4.100452, -0.400279)  0.0605
C (6.356605, -4.942276, -0.650057)  -0.9029
C (2.840422, -3.678372, -0.096438)  1.4902
C (1.797423, -3.443731, -1.004914)  0.0721
C (1.618913, -4.030806, -2.268402)  -1.3267
C (0.270587, -3.965932, -2.570945)  -1.2972
C (-0.368200, -3.330710, -1.491893)  -0.0881
N (0.577920, -2.904349, -0.597479)  0.0610
C (-1.783511, -3.329036, -1.225331)  1.5222
C (-2.295974, -2.603383, -0.208311)  0.0346
C (-3.666885, -2.578463, 0.279348)  -1.9519
C (-3.757506, -1.666068, 1.254580)  -1.5051
C (-2.453479, -1.029402, 1.426128)  0.1717
C (-2.184930, -0.008644, 2.267319)  0.6504
C (-3.144432, 0.267401, 3.372887)  -0.7804
C (-3.413975, -0.706625, 4.323847)  -0.2042
C (-4.309061, -0.483693, 5.366853)  -0.8882
C (-4.959427, 0.742364, 5.459402)  0.8881
O (-5.856842, 1.064325, 6.422464)  -0.4638
C (-6.209319, 0.056581, 7.357806)  -0.8357
C (-4.693177, 1.737245, 4.517618)  -1.0502
C (-3.796946, 1.498078, 3.496704)  0.1325
C (-0.785879, 0.631755, 2.326690)  0.8540
N (0.170554, -0.498014, 2.439568)  0.1985
C (0.590337, -0.615167, 3.728412)  -0.4262
C (1.403699, -1.627107, 4.122265)  0.7893
C (1.778652, -1.771178, 5.558733)  -0.7564
C (2.813609, -1.017276, 6.117248)  0.2264
C (3.119228, -1.108278, 7.460602)  -0.9020
C (2.390759, -1.965815, 8.284539)  0.9670
O (2.753927, -1.985764, 9.591508)  -0.4579
C (1.968493, -2.762577, 10.482372)  -0.8610
C (1.369912, -2.740012, 7.742583)  -0.6227
C (1.074039, -2.631246, 6.386900)  -0.3444
C (1.994119, -2.480661, 3.144489)  0.4617
C (3.033830, -3.402189, 3.458466)  -1.7834
C (3.511507, -3.899696, 2.287096)  -1.5075
C (2.748512, -3.325723, 1.236189)  0.3691
N (1.800891, -2.442385, 1.785174)  0.4072
C (0.125171, 0.569931, 4.461129)  -0.7265
C (-0.585083, 1.345236, 3.640995)  -1.6646
N (-1.554867, -1.667184, 0.529865)  0.7144
C (-2.631538, -4.317866, -1.950979)  -0.8120
C (-3.711269, -3.926654, -2.723310)  0.0817
C (-4.537398, -4.855898, -3.353796)  -0.7110
C (-4.276098, -6.210907, -3.206124)  0.8637
O (-5.020308, -7.199546, -3.760734)  -0.4601
C (-6.078517, -6.819061, -4.626695)  -0.8506
C (-3.184933, -6.623616, -2.435889)  -1.0411
C (-2.378805, -5.689728, -1.822579)  -0.2752
H (6.409248, -8.855788, -0.590104)  0.3563
H (8.026951, -8.877606, -1.325423)  0.2493
H (6.596845, -8.641273, -2.351614)  0.3275
H (4.612980, -7.744758, -1.447986)  0.4112
H (2.744028, -6.230124, -1.001497)  0.5757
H (5.482005, -3.072347, -0.113986)  0.4607
H (7.379020, -4.597063, -0.571223)  0.4278
H (2.401918, -4.484823, -2.854632)  0.7535
H (-0.229884, -4.365463, -3.438873)  0.7487
H (-4.459968, -3.196784, -0.110689)  0.6230
H (-4.640728, -1.388934, 1.808536)  0.5969
H (-2.905809, -1.661886, 4.254514)  0.5299
H (-4.481641, -1.263235, 6.093798)  0.4035
H (-5.354330, -0.222267, 7.977905)  0.3302
H (-6.599275, -0.829868, 6.853076)  0.3364
H (-6.984826, 0.483743, 7.985640)  0.2511
H (-5.206689, 2.685935, 4.607566)  0.4434
H (-3.606725, 2.280833, 2.769321)  0.4525
H (3.387603, -0.351515, 5.482281)  0.5090
H (3.921594, -0.528055, 7.897370)  0.4338
H (2.067455, -3.829268, 10.268563)  0.3350
H (0.915830, -2.476667, 10.430958)  0.3522
H (2.348700, -2.559981, 11.478569)  0.2505
H (0.807427, -3.427899, 8.355243)  0.4196
H (0.277905, -3.236595, 5.968756)  0.5099
H (3.361020, -3.630934, 4.459763)  0.5634
H (4.304594, -4.618725, 2.156748)  0.5473
H (0.388131, 0.775131, 5.488441)  0.6985
H (-1.022749, 2.306532, 3.871278)  0.4182
H (-3.918952, -2.869881, -2.853948)  0.4087
H (-5.364414, -4.508176, -3.954064)  0.4164
H (-6.842307, -6.249457, -4.092808)  0.3241
H (-6.514045, -7.742311, -4.995274)  0.2455
H (-5.705943, -6.230957, -5.468116)  0.3444
H (-2.996860, -7.684459, -2.332852)  0.4195
H (-1.537676, -6.019517, -1.223724)  0.5675
N (3.023229, 1.999611, -0.209798)  -0.3932
C (2.066242, 1.298394, 0.389732)  0.5946
O (2.093680, 0.050648, 0.326654)  -0.8628
C (0.995393, 2.049247, 1.137705)  -1.2741
C (-0.392700, 1.394927, 1.043937)  -0.2205
H (3.806785, 1.502223, -0.605878)  0.2715
H (3.117805, 2.988633, -0.051560)  0.2425
H (0.968781, 3.079363, 0.784252)  0.4422
H (1.312304, 2.070321, 2.186755)  0.5208
H (-0.392926, 0.689267, 0.195748)  -0.3518
H (-1.165968, 2.114050, 0.788004)  1.2294
C (-3.746750, 1.073978, -0.871109)  -0.8172
O (-2.372694, 0.831551, -1.108050)  -0.1480
C (-2.140244, 0.152679, -2.323597)  0.2147
C (-0.734272, 0.386961, -2.791436)  -1.3409
O (0.214938, -0.273873, -1.948256)  0.3977
C (1.458170, -0.418549, -2.637237)  -1.1202
H (-4.153619, 1.775615, -1.606298)  0.3784
H (-3.835775, 1.498200, 0.127775)  0.0969
H (-4.323373, 0.143670, -0.905150)  0.3503
H (-2.811650, 0.530333, -3.105710)  0.7379
H (-2.319115, -0.922581, -2.206392)  -0.3988
H (-0.518556, 1.461025, -2.825511)  0.3323
H (-0.636810, -0.020505, -3.803149)  0.5982
H (1.324751, -1.059242, -3.511522)  0.4552
H (2.169728, -0.885762, -1.963593)  0.1730
H (1.836561, 0.557895, -2.956732)  0.3723

Cartesian forces, eV/Å:
1.331 -0.220 0.655
0.003 0.056 -0.043
0.015 -0.045 0.053
-0.016 -0.039 -0.096
-0.045 0.059 0.002
0.032 0.003 -0.054
0.047 -0.016 0.185
-0.014 0.092 -0.024
-0.005 0.037 -0.008
-0.057 -0.076 -0.181
-0.121 0.102 -0.178
0.066 0.013 -0.027
-0.043 0.011 -0.061
0.073 -0.178 -0.131
-0.489 -0.530 0.163
0.187 -0.240 -0.055
-0.096 0.297 0.177
0.041 -0.111 -0.079
0.055 0.040 0.037
-0.053 -0.062 -0.194
0.184 -0.039 0.220
-0.134 0.228 -0.239
-0.030 -0.018 0.044
0.038 0.044 -0.064
-0.004 -0.044 0.080
-0.002 -0.044 -0.022
0.035 0.029 -0.027
0.034 0.033 -0.026
0.016 0.029 0.002
-0.216 -0.330 0.152
-0.671 0.111 0.051
0.030 0.251 -0.157
0.112 -0.134 0.105
0.003 0.124 -0.019
0.012 -0.019 -0.027
0.015 0.002 -0.026
-0.007 -0.090 0.058
-0.057 0.035 -0.013
0.042 -0.011 -0.061
0.036 0.036 -0.050
0.001 -0.044 0.049
0.157 0.068 -0.112
-0.015 -0.003 0.102
0.082 0.005 0.046
0.068 0.184 0.027
-0.127 -0.032 -0.101
0.151 -0.029 0.057
-0.011 -0.010 -0.096
-0.128 0.172 0.109
0.030 0.086 0.019
-0.081 0.036 -0.119
0.071 0.072 0.003
-0.033 -0.052 0.010
0.037 0.043 -0.049
0.031 -0.017 0.067
-0.020 0.013 -0.009
0.017 0.038 -0.022
0.008 -0.011 0.024
0.012 0.007 -0.014
-0.024 0.002 -0.007
-0.003 -0.004 0.034
0.007 -0.014 0.047
-0.003 -0.025 0.048
-0.013 -0.009 0.020
-0.033 -0.027 0.007
0.018 -0.045 0.046
0.032 -0.021 0.003
0.032 -0.001 0.014
-0.019 -0.003 0.008
-0.011 -0.017 -0.009
0.009 -0.007 0.001
-0.013 -0.006 -0.004
0.002 0.021 0.001
0.003 -0.022 -0.009
-0.006 -0.009 -0.007
-0.011 -0.002 0.011
-0.020 0.006 -0.005
-0.007 -0.009 -0.008
-0.013 0.015 0.011
0.025 0.008 0.001
-0.026 -0.004 0.011
-0.005 0.021 0.013
-0.002 0.008 -0.023
-0.048 -0.002 -0.027
-0.045 -0.028 -0.004
-0.013 -0.053 0.057
-0.006 -0.011 0.030
-0.021 0.009 0.000
-0.007 0.010 0.013
0.007 -0.016 0.000
0.006 0.005 -0.015
-0.004 0.018 0.006
-0.017 0.003 -0.004
0.178 -0.018 0.180
-0.084 -0.084 0.075
-0.197 -0.015 -0.359
-0.060 -0.022 -0.082
0.186 -0.071 0.562
-0.024 0.003 -0.030
-0.060 0.003 -0.065
-0.004 0.011 0.023
0.059 0.011 0.003
-0.373 0.266 -0.301
0.017 0.006 -0.148
-0.032 -0.120 0.016
0.014 0.173 -0.133
-0.137 0.024 -0.025
0.056 -0.158 0.067
0.171 0.234 -0.178
-0.090 -0.019 0.033
0.008 0.005 -0.011
-0.005 0.004 -0.009
0.007 0.030 0.009
-0.007 0.014 0.006
-0.027 0.031 -0.001
0.041 -0.004 0.011
-0.025 0.015 -0.011
0.010 -0.002 -0.021
0.004 -0.018 0.016
0.010 0.008 -0.002